DFT (the ωB97M-V functional and the def2-TZVPD basis) results for an isolated molecule of C8H10O2.

The geometry in XYZ format:
```
20
Properties=species:S:1:pos:R:3:mulliken_charge:R:1
C -3.80 -0.50 0.45 -0.951
C -2.65 -0.37 -0.09 0.011
C -1.37 -0.16 -0.43 0.844
O -0.86 -0.36 -1.69 -0.543
C -0.62 0.35 0.73 -0.496
C 0.53 1.05 0.70 -0.376
C 1.50 1.11 -0.40 -0.673
C 2.64 0.10 -0.12 -0.430
C 2.08 -1.24 0.22 0.035
O 2.44 -2.01 1.06 -0.487
H -4.31 0.43 0.60 0.232
H -4.27 -1.30 0.83 0.335
H -1.53 -0.74 -2.33 0.330
H -1.08 0.28 1.74 0.246
H 0.77 1.53 1.64 0.302
H 0.89 0.81 -1.24 0.248
H 1.93 2.04 -0.62 0.454
H 3.16 -0.11 -1.15 0.265
H 3.26 0.66 0.53 0.340
H 1.27 -1.57 -0.43 0.314
```

Output
E	-461.17209	Eh
energy above the lowest of the compared OMol25 structures with the same formula, charge and spin	437.0	kJ/mol
charge	0
gap between HOMO and LUMO	8.618	eV
2S+1	1